Entry from the OMol25 dataset: a molecular structure, C41H34BF2GeI3N2O5Pd at a distorted geometry (ωB97M-V with the def2-TZVPD basis set).

The energy above the lowest of the compared OMol25 structures with the same formula, charge and spin is 0.0 kJ/mol. Its molar mass is 1243.3 u. The HOMO-LUMO gap (spin up / spin down) is 0.09462 / 0.10984 hartree. The spin multiplicity is 5. The value obtained for the HOMO energy (spin up / spin down) is -3.7 / -7.2 eV. Its expectation value of S² is 6.07. As for the LUMO energy (spin up / spin down): -1.1 / -4.2 eV.

```
90
Properties=species:S:1:pos:R:3:mulliken_charge:R:1
Pd 10.59074 13.50117 13.31773 0.587
I 10.62625 20.44392 10.85424 0.195
C 10.82457 18.80172 12.06073 -0.306
C 10.22256 18.85249 13.30880 -0.339
C 10.22664 17.74800 14.15544 -0.476
I 9.14717 17.72228 15.89060 0.190
C 10.96499 16.54514 13.76536 0.517
O 10.97512 15.52789 14.52683 -0.175
C 11.54942 16.51369 12.45481 0.475
C 12.10383 15.23614 11.84634 -1.213
N 10.99187 14.30014 11.47660 -0.307
C 9.73558 14.73910 10.82090 -0.401
C 8.52489 14.24524 11.59156 0.403
C 7.24190 14.42380 11.04947 -0.847
C 6.08965 13.96685 11.72762 -0.290
C 6.28077 13.33746 12.97538 -0.958
C 7.59205 13.16299 13.44583 -0.362
N 8.62766 13.69030 12.80878 0.272
C 11.41018 17.61023 11.59527 -0.429
H 9.74506 19.77796 13.64407 0.349
H 12.70987 14.60655 12.51313 0.658
H 12.66042 15.56355 10.96298 0.419
H 11.39216 13.54161 10.96105 0.295
H 9.67923 14.36798 9.78781 0.452
H 9.63151 15.83050 10.80526 0.266
H 7.08578 14.94700 10.09103 0.398
H 5.12397 14.11756 11.31154 0.464
H 5.47099 12.92520 13.56200 0.428
H 7.83929 12.58515 14.33627 0.511
H 11.81676 17.56691 10.56584 0.367
F 11.43519 9.53598 15.72057 -0.019
B 10.54012 9.84591 14.81238 0.533
F 9.26559 9.79250 15.13493 -0.168
I 14.08733 7.08910 7.80335 0.012
C 13.30629 8.11874 9.41787 -0.021
C 12.19604 7.65347 10.14566 -0.450
C 11.75737 8.34013 11.28623 -0.461
C 12.44493 9.49075 11.70023 0.445
C 13.58192 9.92640 10.99027 -0.795
C 14.05872 9.23922 9.87377 -0.438
C 12.02013 10.37382 12.77871 0.553
O 12.54403 11.46033 13.09936 -0.845
O 10.93847 9.82923 13.47360 -0.537
H 11.72349 6.74855 9.82991 0.383
H 10.92975 7.94708 11.87957 0.341
H 14.10059 10.77843 11.43117 0.343
H 15.03331 9.43895 9.38781 0.282
O 10.45533 12.59897 15.05632 -0.331
C 10.82603 13.15256 16.22880 0.585
O 11.99695 13.45737 16.47195 -0.611
C 9.69234 13.13180 17.21325 -0.394
C 9.75910 13.76859 18.53587 -1.426
Ge 10.90369 13.11181 19.95485 1.489
C 9.63954 12.80770 21.44738 -0.181
C 9.74218 13.37443 22.72189 -0.103
C 8.93611 12.99785 23.79043 -0.646
C 7.89143 12.06633 23.58501 -0.455
C 7.68784 11.57805 22.31159 -0.735
C 8.56492 11.91145 21.26719 -0.411
C 11.83399 11.40380 19.46515 0.135
C 11.47578 10.14437 19.94708 -0.314
C 12.21745 8.98509 19.66140 -0.793
C 13.36873 9.08266 18.85484 -0.578
C 13.72061 10.37710 18.37588 -0.729
C 12.95577 11.46375 18.64620 -0.030
C 12.45561 14.21129 20.38954 0.331
C 13.02854 14.11219 21.64515 -0.530
C 14.25709 14.70068 21.91410 -0.796
C 14.89503 15.48094 20.95958 -0.393
C 14.26325 15.68154 19.71000 -0.705
C 13.13517 14.94273 19.38529 -0.060
H 9.46785 12.05231 17.32584 0.260
H 8.83608 13.57189 16.74531 0.495
H 8.78784 13.75684 18.98542 0.806
H 10.07592 14.82400 18.47050 0.350
H 10.53696 14.14914 22.87106 0.302
H 9.10820 13.52458 24.73448 0.352
H 7.24979 11.81483 24.39435 0.414
H 6.91128 10.87742 22.05488 0.393
H 8.41438 11.43686 20.32136 0.426
H 10.59055 10.09492 20.52962 0.472
H 11.88539 8.00281 19.90513 0.399
H 13.99425 8.25580 18.61303 0.430
H 14.58430 10.54506 17.75933 0.402
H 13.27237 12.37591 18.17749 0.191
H 12.53236 13.53578 22.41144 0.380
H 14.70853 14.62871 22.89944 0.375
H 15.86620 15.94824 21.14722 0.355
H 14.73916 16.26642 18.89189 0.325
H 12.74487 14.85878 18.37173 0.247
```

=====

Entry from the OMol25 dataset: a molecular structure, C24H26N4O5Ru at a distorted geometry (ωB97M-V with the def2-TZVPD basis set).

The energy above the lowest of the compared OMol25 structures with the same formula, charge and spin is 30.8 kJ/mol. Its molar mass is 551.6 u. The HOMO-LUMO gap (spin up / spin down) is 0.16646 / 0.22174 hartree. The spin multiplicity is 6. The value obtained for the HOMO energy (spin up / spin down) is -8.0 / -11.6 eV. Its expectation value of S² is 8.79. As for the LUMO energy (spin up / spin down): -3.5 / -5.5 eV. Its total charge is +1.

```
60
Properties=species:S:1:pos:R:3:mulliken_charge:R:1
Ru 0.08250 -0.61185 -0.02833 1.079
O -0.66369 -4.60638 -0.54703 -0.760
C -0.17238 -3.49594 -0.32962 -0.194
N -0.86799 -2.27544 -0.41117 0.182
C -2.16753 -2.22395 -0.74401 0.568
C -2.97308 -3.33673 -1.04324 -0.950
C -4.29623 -3.19572 -1.37502 -0.692
C -4.85695 -1.91499 -1.41666 -0.799
C -4.09501 -0.80871 -1.13001 -0.592
C -2.73245 -0.89093 -0.78208 -0.066
N -1.87514 0.13285 -0.47543 0.610
C -2.39232 1.42179 -0.50159 -0.223
O -3.56769 1.66575 -0.78063 -0.701
C -1.55746 2.59975 -0.19225 0.470
C -2.23267 3.83371 -0.26793 -0.763
C -1.56942 5.00566 -0.00038 -0.657
C -0.22320 4.92286 0.34295 -1.300
C 0.35871 3.66860 0.39225 -0.284
N -0.26584 2.51878 0.13665 0.514
C 1.20313 -3.31399 0.04205 0.657
C 2.04763 -4.43611 0.16962 -0.902
C 3.35501 -4.26197 0.52277 -0.518
C 3.80845 -2.94568 0.74733 -1.330
C 2.93127 -1.89583 0.60530 -0.381
N 1.64567 -2.03356 0.26107 0.552
H -2.51462 -4.31547 -1.00341 0.696
H -4.89331 -4.06653 -1.60076 0.437
H -5.89671 -1.78771 -1.67614 0.455
H -4.55906 0.16631 -1.17242 0.680
H -3.27681 3.81650 -0.54052 0.575
H -2.07238 5.95747 -0.05385 0.464
H 0.35833 5.80282 0.56602 0.469
H 1.40346 3.62097 0.66014 0.454
H 1.61375 -5.40512 -0.02168 0.538
H 4.02205 -5.10146 0.62754 0.448
H 4.83288 -2.76210 1.02785 0.490
H 3.29877 -0.89423 0.78213 0.567
C -0.95764 0.68330 3.01907 -0.810
O 0.05895 -0.13033 2.44831 -0.227
C 1.38039 0.21765 2.82663 -0.888
C 2.00246 1.26621 1.88779 -0.616
O 1.87037 0.80473 0.55080 1.345
C 2.61315 1.45864 -0.46825 -0.611
C 2.56413 0.59026 -1.73767 -0.891
O 1.23938 0.24055 -2.10248 -0.224
C 0.59322 1.17060 -2.96205 -0.813
H -0.91243 0.62235 4.11283 0.337
H -1.90885 0.27912 2.67533 0.210
H -0.87621 1.72819 2.70458 0.334
H 1.94958 -0.71594 2.79699 0.282
H 1.39223 0.61347 3.84965 0.529
H 3.06130 1.41233 2.14092 0.412
H 1.47087 2.21070 2.03150 0.368
H 3.65596 1.60010 -0.15303 0.411
H 2.18004 2.43410 -0.70540 0.366
H 3.08496 -0.35843 -1.57911 0.284
H 3.05272 1.13641 -2.55403 0.528
H 1.16360 1.27527 -3.89253 0.336
H 0.47071 2.15131 -2.49268 0.335
H -0.38850 0.75604 -3.18667 0.210
```

=====

Entry from the OMol25 dataset: 5 unconnected molecules or ions with the total composition C3H6N4O at a distorted geometry (ωB97M-V with the def2-TZVPD basis set).

The energy above the lowest of the compared OMol25 structures with the same formula, charge and spin is 1117.8 kJ/mol. Its molar mass is 114.1 u. The HOMO-LUMO gap is 0.28403 hartree. The spin multiplicity is 1. The value obtained for the HOMO energy is -8.1 eV. As for the LUMO energy: -0.4 eV.

```
14
Properties=species:S:1:pos:R:3:mulliken_charge:R:1
C -0.40754 0.29397 1.07120 -0.040
C -0.08749 0.30353 -1.08630 0.265
C 0.24548 -0.37294 0.03325 0.534
H 0.27623 0.45521 3.27403 0.297
H -2.17219 0.19409 2.80621 0.316
H 0.87376 1.18385 -2.60897 0.326
H -0.41313 0.42770 -3.08818 0.335
H 1.53570 -2.15845 1.07407 0.285
H 0.96916 -1.86999 -1.31256 0.316
N -0.71920 -0.09844 2.29931 -0.691
N -0.91922 1.41599 0.68849 -0.388
N 0.43866 0.24420 -2.40036 -0.643
N 1.29435 -1.32381 -0.08936 -0.707
O -0.91457 1.30509 -0.66084 -0.205
```